Record 1
{"formula": "C22H59BF4N7O14PZn2", "method": "wB97M-V/def2-TZVPD", "species": ["Zn", "Zn", "B", "F", "F", "F", "F", "P", "O", "O", "O", "O", "C", "O", "N", "N", "H", "H", "H", "H", "C", "O", "N", "N", "H", "H", "H", "H", "C", "O", "C", "C", "N", "C", "C", "O", "C", "H", "H", "H", "H", "H", "H", "H", "H", "H", "H", "H", "H", "H", "H", "H", "C", "O", "C", "C", "N", "C", "C", "O", "C", "H", "H", "H", "H", "H", "H", "H", "H", "H", "H", "H", "H", "H", "H", "H", "C", "O", "C", "C", "N", "C", "C", "O", "C", "H", "H", "H", "H", "H", "H", "H", "H", "H", "H", "H", "H", "H", "H", "H", "C", "C", "O", "O", "H", "H", "H", "H", "H", "H"], "xyz": [[-25.2520, 5.3157, -7.9789], [-22.4812, 6.3360, -10.4488], [-20.8171, 4.4940, -9.9626], [-19.8859, 4.5988, -10.9348], [-21.9421, 4.5238, -10.7027], [-20.6609, 3.4141, -9.1113], [-20.9056, 5.6621, -9.2885], [-24.1761, 7.2240, -8.6886], [-24.0709, 6.6057, -7.2405], [-23.1208, 7.8788, -9.6830], [-25.6562, 7.1417, -8.8918], [-23.8854, 5.8394, -9.2277], [-21.6128, 6.9151, -5.2197], [-20.6523, 7.2160, -4.4797], [-22.8697, 7.0908, -4.9643], [-21.5768, 6.2681, -6.3549], [-23.5077, 6.7305, -5.6595], [-23.2260, 7.5340, -4.1296], [-20.7019, 6.1905, -6.8535], [-22.4382, 6.3699, -6.8722], [-27.8197, 4.8228, -9.7277], [-26.9201, 4.3079, -9.1064], [-27.7455, 6.0070, -10.2366], [-28.9952, 4.3198, -9.9437], [-28.5431, 6.5543, -10.5271], [-26.9235, 6.5081, -9.9312], [-29.3021, 3.5216, -9.4062], [-29.5882, 4.6833, -10.6760], [-24.5489, -0.0250, -9.3200], [-24.6086, 1.1355, -8.5227], [-23.3368, 1.6048, -8.1786], [-23.4980, 3.0730, -7.7642], [-24.8339, 3.4288, -7.2917], [-24.8723, 3.5168, -5.8458], [-26.1775, 4.2015, -5.4026], [-26.3974, 5.3221, -6.2651], [-27.5317, 6.0773, -5.7873], [-24.0502, 0.2934, -10.2355], [-25.6038, -0.2348, -9.4969], [-23.9272, -0.7903, -8.8553], [-22.6751, 1.6338, -9.0442], [-22.9984, 1.0254, -7.3196], [-23.1659, 3.5544, -8.6840], [-22.6943, 3.3913, -7.1003], [-25.2658, 2.5365, -7.4848], [-24.0783, 4.1523, -5.4537], [-24.8558, 2.5456, -5.3513], [-26.0906, 4.4337, -4.3412], [-27.0719, 3.5901, -5.5231], [-27.3379, 6.6257, -4.8654], [-28.4282, 5.4729, -5.6494], [-27.7883, 6.6669, -6.6674], [-20.4846, 13.4280, -6.9571], [-21.4337, 12.5136, -7.3746], [-21.1219, 11.1486, -7.1589], [-22.2074, 10.3219, -7.8157], [-22.4333, 10.3902, -9.2574], [-23.2109, 11.4879, -9.7465], [-23.4178, 11.3828, -11.3015], [-22.3004, 11.8868, -12.0910], [-21.9483, 13.2110, -11.8060], [-19.9039, 13.0600, -6.1113], [-21.0013, 14.3649, -6.7486], [-19.7107, 13.5772, -7.7100], [-21.2015, 10.9715, -6.0863], [-20.1096, 11.0293, -7.5450], [-23.1179, 10.3508, -7.2171], [-21.8668, 9.2981, -7.6610], [-22.9005, 9.5527, -9.5742], [-22.7213, 12.3952, -9.3928], [-24.1869, 11.3839, -9.2726], [-24.2566, 11.9150, -11.7501], [-23.5391, 10.3464, -11.6163], [-22.8605, 13.7489, -11.5478], [-21.5129, 13.4817, -12.7679], [-21.1829, 13.3211, -11.0378], [-25.0702, 6.6599, -12.0505], [-23.6665, 6.3628, -12.0912], [-23.0000, 6.8003, -13.2601], [-21.4958, 6.6234, -13.2130], [-21.0501, 6.8802, -11.8241], [-20.9634, 8.3607, -11.6456], [-19.6416, 8.8445, -12.3201], [-18.6873, 8.2432, -11.5476], [-17.3470, 8.2378, -12.0823], [-25.4566, 6.2254, -11.1286], [-25.4945, 6.2525, -12.9682], [-25.3076, 7.7193, -11.9532], [-23.0923, 7.8849, -13.2033], [-23.4896, 6.4462, -14.1673], [-21.0278, 7.2122, -14.0019], [-21.3050, 5.5890, -13.4988], [-20.0715, 6.6315, -11.8467], [-20.8953, 8.7605, -10.6339], [-21.8491, 8.9291, -11.9293], [-19.4768, 9.9220, -12.3266], [-19.3825, 8.5167, -13.3268], [-17.3843, 7.7749, -13.0684], [-16.8228, 7.5723, -11.3963], [-16.9969, 9.2688, -12.1323], [-26.0295, 10.2496, -6.2463], [-26.7455, 10.1508, -7.6363], [-27.5094, 8.9485, -7.9077], [-26.9489, 9.8424, -5.1782], [-25.5911, 11.2426, -6.1472], [-25.3567, 9.3931, -6.2041], [-26.1375, 10.3222, -8.5246], [-27.6156, 10.8059, -7.5915], [-26.9114, 8.4085, -8.4297], [-27.7415, 9.5093, -5.6053]], "multiplicity": 2, "lumo_ev": [1.94, 1.84], "largest_force_ev_per_a": 7.58, "homo_ev": [-0.28, -4.93], "e_tot_ev": -180542.5094, "total_charge": -1}

***

Record 2
{"formula": "C22H59IN4O7Si2", "method": "wB97M-V/def2-TZVPD", "species": ["C", "Si", "C", "C", "C", "N", "O", "Si", "I", "H", "H", "H", "H", "H", "H", "H", "H", "H", "H", "H", "H", "H", "H", "C", "O", "C", "C", "N", "C", "C", "O", "C", "H", "H", "H", "H", "H", "H", "H", "H", "H", "H", "H", "H", "H", "H", "H", "C", "O", "C", "C", "N", "C", "C", "O", "C", "H", "H", "H", "H", "H", "H", "H", "H", "H", "H", "H", "H", "H", "H", "H", "C", "O", "C", "C", "N", "C", "C", "O", "C", "H", "H", "H", "H", "H", "H", "H", "H", "H", "H", "H", "H", "H", "H", "H"], "xyz": [[-0.1442, -2.6168, 3.4488], [-1.1182, -1.6935, 4.8109], [-0.4907, -2.1190, 6.5624], [0.2893, -0.9287, 7.2348], [1.4759, -1.4454, 8.1240], [2.3285, -2.3768, 7.3822], [-2.7579, -2.2183, 4.7070], [-2.9358, -3.9007, 4.9521], [-4.9987, -4.1651, 6.3339], [-0.8785, -3.0086, 2.7184], [0.5981, -1.9430, 2.9874], [0.3391, -3.4856, 3.9418], [-1.1148, -0.2398, 4.5398], [0.1272, -3.0316, 6.4692], [-1.3304, -2.3666, 7.2481], [0.6246, -0.1724, 6.4972], [-0.4080, -0.4273, 7.9374], [2.0415, -0.6072, 8.5796], [0.9879, -1.9735, 8.9695], [2.7207, -3.0938, 7.9713], [3.0285, -1.9021, 6.8330], [-1.8084, -4.5077, 5.6651], [-3.0646, -4.6191, 3.6714], [3.7002, 1.2498, -2.1145], [4.8551, 0.8508, -1.3908], [5.2639, 1.7888, -0.4019], [5.0038, 1.2483, 0.9973], [3.5739, 1.1980, 1.2870], [3.2343, 0.4515, 2.4975], [3.5775, -1.0413, 2.5420], [2.8251, -1.8393, 1.6430], [3.3269, -1.8800, 0.3165], [3.5822, 0.5728, -2.9576], [2.8009, 1.1816, -1.4943], [3.8068, 2.2657, -2.5020], [4.7951, 2.7662, -0.5458], [6.3433, 1.9189, -0.5225], [5.4955, 1.8953, 1.7296], [5.4632, 0.2546, 1.0542], [3.0943, 0.7703, 0.5066], [2.1516, 0.5450, 2.6255], [3.6957, 0.9481, 3.3571], [3.3142, -1.3993, 3.5425], [4.6499, -1.2328, 2.4278], [4.4162, -1.8102, 0.2835], [2.8757, -1.0955, -0.2940], [3.0298, -2.8338, -0.1232], [-4.5339, 0.0744, -2.2925], [-3.4207, -0.3856, -1.5473], [-2.9890, 0.5259, -0.5405], [-3.3030, -0.0070, 0.8509], [-4.7381, 0.0087, 1.1184], [-5.1236, -0.7268, 2.3241], [-4.8451, -2.2312, 2.3651], [-5.6239, -2.9965, 1.4566], [-5.1154, -3.0560, 0.1359], [-4.6628, -0.5932, -3.1444], [-5.4509, 0.0491, -1.6965], [-4.3664, 1.0874, -2.6695], [-3.4066, 1.5257, -0.6886], [-1.9021, 0.6038, -0.6377], [-2.7942, 0.6138, 1.5942], [-2.8922, -1.0221, 0.9123], [-5.2263, -0.3943, 0.3305], [-6.2018, -0.5875, 2.4422], [-4.6494, -0.2547, 3.1895], [-5.1314, -2.5786, 3.3615], [-3.7808, -2.4648, 2.2602], [-4.0233, -3.0314, 0.1114], [-5.5283, -2.2516, -0.4766], [-5.4480, -3.9962, -0.3082], [0.0895, 5.5424, -7.1651], [-0.7522, 4.4042, -7.1088], [-0.6124, 3.5320, -8.2268], [0.0663, 2.2309, -7.8214], [1.4762, 2.4406, -7.5055], [2.1194, 1.2948, -6.8623], [1.5908, 0.8476, -5.4956], [1.8268, 1.7735, -4.4462], [0.8730, 2.8185, -4.3457], [-0.2252, 6.2280, -6.3786], [1.1353, 5.2746, -6.9870], [-0.0018, 6.0548, -8.1268], [-0.0895, 4.0134, -9.0577], [-1.6251, 3.2963, -8.5657], [-0.0132, 1.5148, -8.6442], [-0.4843, 1.8295, -6.9625], [1.5619, 3.2384, -6.8910], [3.1731, 1.5596, -6.7378], [2.0891, 0.4443, -7.5504], [2.1443, -0.0549, -5.2195], [0.5359, 0.5548, -5.5256], [-0.1271, 2.4967, -4.6435], [1.1846, 3.6863, -4.9304], [0.8353, 3.1368, -3.3020]], "multiplicity": 1, "lumo_ev": 0.52, "largest_force_ev_per_a": 2.15, "homo_ev": -8.45, "e_tot_ev": -67918.4635, "total_charge": 0}